# 1
Computed, not measured: C25H20BN2O7SW as an isolated structure, with wB97M-V/def2-TZVPD.

The LUMO energy (spin up / spin down) comes out at -5.3 / -5.3 eV. Its HOMO energy (spin up / spin down) is -11.4 / -11.5 eV. The value obtained for the gap between HOMO and LUMO (spin up / spin down) is 6.1 / 6.1 eV.

The geometry in ORCA input format:
```
! RIJCOSX wB97M-V def2-TZVPD def2/J DEFGRID3
* xyz 1 3
W -0.57 0.03 -2.29
O -1.00 -2.10 -7.94
C -0.93 -1.75 -6.81
C -2.10 -1.25 -5.91
O -3.23 -1.08 -6.23
C -1.45 -1.04 -4.59
C -0.12 -1.25 -4.62
O 0.56 -1.08 -3.46
C 0.37 -1.66 -5.96
O 1.49 -1.88 -6.31
O -2.00 -0.71 -3.39
S -0.21 5.93 0.60
C -0.21 4.38 -0.26
C -1.22 4.06 -1.17
C -1.19 2.85 -1.81
N -0.23 1.93 -1.56
C 0.75 2.23 -0.68
C 0.79 3.43 -0.02
C 0.89 6.79 -0.52
C 0.38 7.49 -1.59
C 1.28 8.14 -2.43
N 2.60 8.12 -2.25
C 3.07 7.44 -1.20
C 2.26 6.76 -0.30
H -2.01 4.77 -1.38
H -1.94 2.59 -2.55
H 1.50 1.47 -0.51
H 1.59 3.64 0.68
H -0.69 7.55 -1.77
H 0.92 8.70 -3.28
H 4.14 7.45 -1.07
H 2.69 6.25 0.55
C 0.49 -6.11 3.36
C 0.20 -4.80 4.11
C -0.72 -5.10 5.29
C 1.52 -4.23 4.67
C -0.41 -3.79 3.14
C -1.68 -3.24 3.33
C -2.25 -2.32 2.44
C -1.49 -1.98 1.36
O -1.79 -1.11 0.31
B -0.68 -1.15 -0.50
O 0.30 -1.99 -0.02
C -0.24 -2.51 1.16
C 0.34 -3.41 2.02
H 0.93 -6.84 4.05
H 1.19 -5.96 2.54
H -0.43 -6.53 2.95
H -0.24 -5.82 5.95
H -1.67 -5.55 4.96
H -0.94 -4.21 5.88
H 1.97 -4.95 5.37
H 1.35 -3.30 5.20
H 2.25 -4.05 3.88
H -2.26 -3.53 4.19
H -3.24 -1.92 2.60
H 1.32 -3.81 1.82
*
```

# 2
Computed, not measured: C25H20ClDyN3P as an isolated structure, with wB97M-V/def2-TZVPD.

The LUMO energy (spin up / spin down) comes out at -1.0 / -1.1 eV. Its HOMO energy (spin up / spin down) is -7.3 / -7.3 eV. The value obtained for the gap between HOMO and LUMO (spin up / spin down) is 6.3 / 6.2 eV.

The geometry in ORCA input format:
```
! RIJCOSX wB97M-V def2-TZVPD def2/J DEFGRID3
* xyz 0 6
C -0.89 -1.89 3.77
C -0.78 -1.90 2.34
C 0.59 -2.08 2.00
H -1.61 -1.93 1.62
C 1.33 -2.19 3.22
C 0.42 -2.10 4.31
H 0.67 -2.16 5.36
H -1.83 -1.84 4.33
H 0.95 -2.25 0.99
H 2.39 -2.43 3.28
Dy 0.51 0.29 3.58
Cl 2.60 1.11 2.64
P 0.00 0.33 -1.39
C 1.29 -0.81 -1.88
C 1.10 -1.70 -2.94
H 0.13 -1.74 -3.44
C 2.14 -2.52 -3.37
H 2.00 -3.18 -4.22
C 3.37 -2.51 -2.70
H 4.19 -3.13 -3.05
C 3.53 -1.68 -1.58
H 4.49 -1.69 -1.05
C 2.51 -0.86 -1.14
H 2.60 -0.26 -0.22
C -1.67 -0.21 -1.74
C -2.07 -1.55 -1.49
H -1.35 -2.25 -1.06
C -3.37 -1.95 -1.76
H -3.65 -3.00 -1.63
C -4.32 -1.04 -2.22
H -5.33 -1.37 -2.47
C -3.97 0.31 -2.33
H -4.73 1.04 -2.63
C -2.67 0.73 -2.07
H -2.42 1.80 -2.09
C 0.40 2.03 -1.76
C 1.01 2.34 -2.98
H 1.31 1.53 -3.65
C 1.25 3.66 -3.33
H 1.69 3.90 -4.29
C 0.92 4.70 -2.44
H 1.08 5.73 -2.72
C 0.38 4.39 -1.18
H 0.15 5.20 -0.49
C 0.14 3.07 -0.82
H -0.24 2.80 0.18
N -1.05 1.44 4.69
C -1.24 1.67 5.84
N -1.39 1.90 7.09
C -0.61 1.36 8.01
N 0.04 0.90 8.87
*
```

# 3
Computed, not measured: C25H20ClIN8OOsS as an isolated structure, with wB97M-V/def2-TZVPD.

The LUMO energy (spin up / spin down) comes out at -6.8 / -8.9 eV. Its HOMO energy (spin up / spin down) is -13.1 / -13.1 eV. The value obtained for the gap between HOMO and LUMO (spin up / spin down) is 6.3 / 4.2 eV.

The geometry in ORCA input format:
```
! RIJCOSX wB97M-V def2-TZVPD def2/J DEFGRID3
* xyz 2 5
Os 1.07 -1.42 1.12
Cl -3.79 1.06 5.16
C -2.88 0.07 4.14
C -3.50 -0.94 3.44
C -2.79 -1.79 2.60
I -3.70 -3.32 1.59
C -1.38 -1.61 2.45
O -0.63 -2.36 1.72
C -0.76 -0.50 3.14
N 0.57 -0.33 2.87
C 1.23 0.62 3.54
C 0.61 1.43 4.48
C -0.74 1.30 4.70
C -1.46 0.31 4.01
H -4.57 -1.08 3.55
H 2.28 0.74 3.30
H 1.19 2.17 5.01
H -1.25 1.95 5.40
C 3.49 -4.31 2.76
C 2.65 -4.61 1.56
C 2.47 -5.90 1.08
C 1.67 -6.08 -0.03
N 1.10 -5.06 -0.69
C 1.36 -3.87 -0.21
S 0.74 -2.40 -0.96
N 2.08 -3.59 0.90
H 3.44 -5.12 3.49
H 3.20 -3.38 3.23
H 4.54 -4.23 2.45
H 2.93 -6.74 1.58
H 1.45 -7.08 -0.42
C 4.55 -1.35 0.39
C 3.70 -0.19 0.03
N 2.42 -0.03 0.40
C 1.97 1.19 -0.10
C 2.99 1.77 -0.76
N 4.06 0.90 -0.67
C 5.36 1.12 -1.34
N 5.56 0.29 -2.48
N 5.93 -1.02 -2.30
N 6.06 -1.56 -3.45
C 5.76 -0.61 -4.42
C 5.77 -0.72 -5.82
C 5.45 0.41 -6.53
C 5.11 1.62 -5.89
C 5.09 1.74 -4.52
C 5.43 0.59 -3.81
H 4.11 -1.86 1.25
H 5.56 -1.03 0.65
H 4.65 -2.05 -0.44
H 0.96 1.55 0.05
H 3.05 2.71 -1.29
H 6.16 0.98 -0.63
H 5.36 2.15 -1.68
H 6.04 -1.65 -6.30
H 5.45 0.37 -7.62
H 4.86 2.48 -6.50
H 4.83 2.68 -4.04
*
```

# 4
Computed, not measured: a 2-piece molecular cluster, C25H20N6O6 overall, with wB97M-V/def2-TZVPD.

The LUMO energy comes out at -2.6 eV. Its HOMO energy is -7.7 eV. As for the SMILES: O=[N+]([O-])c1ccc(/C=C(\c2ccccc2)N2CCCC2)cc1.N#Cc1cc([N+](=O)[O-])cc2c1no[n+]2[O-]. The value obtained for the gap between HOMO and LUMO is 5.1 eV.

The geometry in ORCA input format:
```
! RIJCOSX wB97M-V def2-TZVPD def2/J DEFGRID3
* xyz 0 1
N -1.30 -5.60 3.53
C -0.94 -4.50 3.49
C -0.48 -3.19 3.44
C 0.86 -2.89 3.46
C 1.34 -1.56 3.40
N 2.77 -1.30 3.38
O 3.54 -2.27 3.33
O 3.15 -0.13 3.39
C 0.47 -0.51 3.31
C -0.89 -0.79 3.27
N -2.06 -0.06 3.16
O -2.07 1.19 3.08
O -3.16 -0.83 3.13
N -2.73 -2.07 3.23
C -1.38 -2.09 3.33
H 1.58 -3.69 3.53
H 0.84 0.51 3.29
O -3.15 5.68 1.51
N -3.38 4.94 0.55
O -4.51 4.78 0.07
C -2.27 4.22 -0.06
C -2.50 3.31 -1.07
C -1.48 2.56 -1.58
C -0.18 2.68 -1.09
C 0.89 1.82 -1.55
C 0.76 0.50 -1.91
N 1.86 -0.22 -2.38
C 3.24 0.33 -2.39
C 4.21 -0.83 -2.70
C 3.35 -2.11 -2.79
C 1.91 -1.71 -2.42
C -0.50 -0.23 -1.64
C -1.02 -0.28 -0.35
C -2.20 -0.94 -0.09
C -2.87 -1.59 -1.10
C -2.37 -1.55 -2.39
C -1.20 -0.87 -2.66
C 0.06 3.66 -0.11
C -0.97 4.40 0.40
H -3.51 3.20 -1.45
H -1.66 1.87 -2.39
H 1.88 2.25 -1.55
H 3.31 1.13 -3.13
H 3.45 0.76 -1.42
H 4.75 -0.65 -3.64
H 4.97 -0.92 -1.92
H 3.39 -2.54 -3.80
H 3.73 -2.89 -2.12
H 1.63 -2.09 -1.44
H 1.19 -2.10 -3.14
H -0.49 0.21 0.44
H -2.60 -0.96 0.91
H -3.79 -2.11 -0.90
H -2.90 -2.06 -3.18
H -0.82 -0.83 -3.67
H 1.06 3.80 0.26
H -0.80 5.14 1.16
*
```

Calculated values (eV) of calculated total energy for the records, taken in order: -56891.8114, -76614.7155, -74128.0772, -47463.5706.
Calculated values (Eh/bohr) of strongest force on any atom for the records, taken in order: 0.0468, 0.0663, 0.0261, 0.1123.